79
Properties=species:S:1:pos:R:3:forces:R:3 method="wB97M-V/def2-TZVPD" e_above_lowest_kcal_mol=16.2 lumo_ev=-3.398 charge=+1 spin_multiplicity=1 gap_ev=7.7320 total_energy_ha=-2846.97929
Zr -0.3218 1.4698 -1.5112 -0.117 -1.114 -0.008
C -3.2299 -1.8334 -2.8574 -0.015 0.006 0.020
Si -3.1912 -0.0888 -2.2063 0.031 0.056 -0.071
C -4.8222 0.3865 -1.4590 0.001 0.013 -0.022
C -2.7311 1.0778 -3.6111 -0.001 -0.032 0.021
N -1.8360 0.1126 -1.0992 -0.293 0.244 0.156
P -1.5633 0.1997 0.5386 0.148 0.135 -0.032
C -0.1702 1.2155 0.6187 -0.045 -0.226 -0.218
P 1.4166 0.5817 0.4230 -0.104 0.172 0.082
N 1.5025 0.2883 -1.2013 0.319 0.434 0.026
Si 2.8539 -0.3666 -2.1248 0.008 -0.095 -0.045
C 4.3397 -0.7650 -1.0686 0.000 -0.028 -0.029
C 2.2174 -1.8945 -2.9905 -0.012 0.022 -0.018
C 3.4908 0.8113 -3.4386 0.005 -0.027 0.027
C 1.8186 -0.8304 1.4572 -0.062 -0.039 -0.024
C 1.8384 -2.1217 0.9432 -0.002 0.024 -0.001
C 2.1183 -3.1939 1.7765 -0.015 -0.014 -0.001
C 2.3695 -2.9768 3.1237 -0.004 0.000 0.000
C 2.3225 -1.6908 3.6465 -0.003 0.002 0.001
C 2.0403 -0.6173 2.8177 0.009 -0.019 -0.008
C 2.6189 1.8741 0.8240 0.012 -0.058 0.081
C 2.3121 3.1884 0.4748 0.014 0.102 0.074
C 3.2540 4.1925 0.6311 -0.001 0.018 -0.001
C 4.5064 3.8975 1.1542 -0.009 -0.013 -0.005
C 4.8110 2.5968 1.5251 -0.017 0.004 -0.002
C 3.8725 1.5877 1.3576 0.020 0.004 -0.036
C -2.9679 0.9780 1.3442 0.022 -0.004 0.028
C -3.9922 0.2219 1.9079 -0.011 -0.002 -0.020
C -5.1041 0.8549 2.4434 0.003 0.001 -0.003
C -5.1960 2.2387 2.4108 0.001 0.002 0.000
C -4.1734 2.9956 1.8525 -0.001 0.002 -0.001
C -3.0565 2.3690 1.3249 -0.005 0.000 0.012
C -1.4445 -1.4589 1.2110 0.071 -0.035 -0.073
C -1.5201 -2.5609 0.3661 -0.014 0.017 0.022
C -1.4623 -3.8428 0.8961 0.007 -0.003 0.004
C -1.3143 -4.0183 2.2634 0.003 -0.005 -0.015
C -1.2164 -2.9169 3.1064 0.006 0.005 0.008
C -1.2835 -1.6371 2.5844 -0.007 0.004 0.008
H -3.9277 -1.9004 -3.6955 -0.003 -0.003 0.001
H -3.5627 -2.5452 -2.0994 0.004 -0.002 0.003
H -2.2480 -2.1484 -3.2184 0.002 -0.004 0.004
H -5.5955 0.3254 -2.2291 -0.004 0.007 0.001
H -4.8148 1.4053 -1.0668 0.003 -0.006 0.019
H -5.1101 -0.2862 -0.6501 0.002 0.001 0.004
H -3.5438 1.1316 -4.3390 0.008 -0.028 -0.013
H -1.8504 0.7362 -4.1681 0.002 -0.004 0.008
H -2.5638 2.1076 -3.2762 -0.022 0.008 0.008
H 4.1353 -1.4424 -0.2397 0.000 0.015 0.006
H 4.8024 0.1402 -0.6741 0.008 0.002 -0.003
H 5.0782 -1.2491 -1.7140 -0.004 -0.012 0.002
H 2.0091 -2.7091 -2.2945 -0.008 -0.003 -0.003
H 2.9446 -2.2605 -3.7187 0.003 -0.009 0.005
H 1.2911 -1.6752 -3.5290 0.005 -0.003 -0.009
H 3.7571 1.7929 -3.0411 -0.037 0.021 -0.012
H 2.8218 0.9285 -4.2944 0.020 -0.022 -0.023
H 4.4064 0.3720 -3.8449 0.009 0.006 0.016
H 1.6321 -2.2870 -0.1070 0.002 -0.003 0.006
H 2.1384 -4.1983 1.3743 0.001 -0.001 0.001
H 2.5959 -3.8139 3.7712 0.002 0.000 0.002
H 2.5091 -1.5244 4.6992 -0.001 0.000 0.001
H 2.0003 0.3862 3.2247 0.004 0.002 0.004
H 1.3180 3.4585 0.1314 -0.026 -0.078 -0.038
H 3.0030 5.2102 0.3626 0.002 0.000 0.003
H 5.2383 4.6837 1.2830 -0.002 0.002 0.002
H 5.7802 2.3636 1.9456 0.001 -0.001 -0.002
H 4.1263 0.5747 1.6402 0.002 -0.006 0.001
H -3.9260 -0.8590 1.9289 -0.004 0.000 0.007
H -5.8975 0.2675 2.8859 -0.001 0.000 -0.001
H -6.0641 2.7310 2.8289 -0.001 0.001 0.000
H -4.2424 4.0751 1.8375 -0.002 0.000 0.002
H -2.2458 2.9566 0.9099 0.003 -0.003 0.001
H -1.6224 -2.4131 -0.7009 -0.004 -0.005 0.000
H -1.5336 -4.7015 0.2415 0.000 -0.001 -0.001
H -1.2721 -5.0174 2.6774 0.000 -0.001 0.001
H -1.0931 -3.0585 4.1720 0.000 0.000 0.001
H -1.2203 -0.7765 3.2408 0.003 -0.002 0.004
F 1.6467 3.3146 -4.0451 -0.003 0.040 -0.437
B 0.9343 2.2961 -3.9082 -0.047 0.230 0.682
F -0.9413 3.2847 -1.7557 0.143 0.310 -0.194

***

64
Properties=species:S:1:pos:R:3:forces:R:3 method="wB97M-V/def2-TZVPD" e_above_lowest_kcal_mol=82.7 lumo_ev=-2.584 charge=+1 spin_multiplicity=1 gap_ev=8.6180 total_energy_ha=-1341.77812
N -0.0867 1.0882 1.2623 1.059 0.658 -0.580
C 1.1180 0.1778 1.1442 -0.483 -0.685 0.052
C 1.7957 0.0819 2.5226 -0.522 -0.102 -0.222
C 0.6173 -1.1853 0.6441 0.662 -1.270 0.928
N -0.1150 -1.2384 -0.5813 -0.272 2.257 -0.447
C 0.7971 -1.4908 -1.7160 -1.184 -0.728 0.202
C 0.3885 -1.0591 -3.1293 -0.608 0.934 0.313
C -1.3273 -1.9875 -0.6605 -1.232 -1.682 -0.914
H -0.4669 1.1706 2.2126 -0.230 0.225 0.088
H -0.8005 0.8967 0.5617 -0.078 -0.370 -0.199
H 0.2997 1.9846 0.9608 -0.468 0.534 0.549
H 1.7710 0.6772 0.4327 0.071 -0.237 -0.235
H 1.9638 -0.9492 2.8309 -0.288 -0.061 -0.089
H 2.7641 0.5493 2.5843 0.219 0.434 -0.215
H 1.1098 0.5653 3.2175 0.342 -0.177 0.476
H 0.0729 -1.6888 1.4462 -0.440 0.367 0.119
H 1.5034 -1.8446 0.6091 0.098 0.201 -0.204
H 0.8074 -2.5965 -1.6407 1.274 0.171 -0.541
H 1.6928 -0.9203 -1.5170 0.592 -0.690 0.369
H 1.0867 -0.2972 -3.4720 0.213 -0.217 -0.259
H 0.2638 -1.8260 -3.8874 0.204 -0.233 0.204
H -0.5453 -0.5023 -3.0958 -0.336 -0.182 -0.059
H -1.1023 -3.0249 -0.9588 0.030 -0.264 0.364
H -2.0673 -1.7361 -1.4421 0.734 0.780 -0.237
H -2.0376 -2.0451 0.1688 0.889 0.335 0.711
H 0.9824 3.0554 -1.6806 -0.551 0.264 0.553
H 1.9815 2.8642 -2.7003 -0.092 -0.060 -0.719
O 1.0228 2.9798 -2.6345 0.556 -0.225 0.289
H -0.9266 1.6608 -2.1972 0.270 -0.203 -0.074
H -1.5975 0.3967 -1.6028 0.278 -0.436 -0.174
O -1.2610 1.2675 -1.3793 -0.428 0.616 -0.156
H -0.6682 -5.0123 0.6864 0.093 -0.062 -0.170
H -0.2225 -4.5703 2.0444 0.041 0.089 0.273
O 0.1020 -4.6601 1.1450 -0.154 0.053 -0.073
H 3.8444 0.0433 -3.6634 0.204 -0.346 -0.146
H 4.8096 -0.5634 -2.5822 -0.070 -0.422 -0.530
O 4.2097 0.1561 -2.7853 -0.095 0.584 0.517
H -4.2653 -0.2224 2.6488 -0.013 -0.028 -0.073
H -3.3914 0.3630 1.5215 -0.411 0.153 -0.260
O -3.4289 0.2167 2.4713 0.270 -0.119 0.229
H -3.4284 1.1779 -0.9036 -0.023 0.698 -0.072
H -4.6039 2.0687 -0.3352 0.126 1.710 0.062
O -4.2779 1.2045 -0.4622 -0.253 -2.558 0.329
H 4.1452 -2.9166 -1.4128 -0.037 -0.126 0.154
H 2.8076 -3.4951 -1.8680 -0.335 -0.128 0.207
O 3.6652 -3.2235 -2.1860 0.459 0.259 -0.328
H -2.6256 4.3012 -0.5675 -0.147 0.065 0.374
H -2.2738 2.9766 -1.1458 0.143 -0.445 0.022
O -2.5905 3.3658 -0.3278 0.046 0.951 -0.138
H -4.9334 -0.5848 -1.3747 -0.005 0.295 -0.043
H -4.3707 -0.6739 -2.8033 -0.249 0.152 -0.261
O -4.3542 -1.0964 -1.9466 0.382 -0.528 0.129
H 0.6563 -2.9362 3.9182 0.493 -0.459 -0.297
H -0.2059 -2.0713 4.7236 -0.477 0.110 0.039
O -0.2358 -2.5968 3.9156 0.024 0.315 0.224
H 1.4071 4.7361 1.2820 0.789 0.355 0.025
H 2.6937 3.8148 0.8615 0.420 0.909 0.310
O 1.7552 3.8952 0.9871 -1.355 -1.467 -0.408
H -1.9579 2.3836 4.0414 -0.671 1.067 0.336
H -2.0898 0.9446 3.5657 -0.134 0.294 0.056
O -1.4429 1.6469 3.7714 0.849 -1.483 -0.505
H 4.2426 1.9971 -0.0413 0.178 0.291 -0.324
H 4.6318 0.8725 -1.0584 -0.329 0.489 0.049
O 4.4695 1.0746 -0.1251 -0.036 -0.621 0.396

***

70
Properties=species:S:1:pos:R:3:forces:R:3 method="wB97M-V/def2-TZVPD" e_above_lowest_kcal_mol=35.0 lumo_ev="-9.952 / -9.918" charge=+3 s2=0.751 spin_multiplicity=2 gap_ev="6.8076 / 6.8403" total_energy_ha=-2491.64885
Ce -1.1012 0.6543 -1.0127 -0.845 0.614 1.272
P 1.1698 0.7743 0.7909 1.147 0.075 0.971
P -1.0666 3.1318 -2.4488 -0.289 1.621 -1.078
P 1.2291 -0.2252 -2.5719 1.267 -1.711 -1.852
H -1.1275 -3.8840 -0.3780 0.534 -0.250 0.178
C -0.0949 -4.1961 -0.1418 0.236 0.558 0.348
C 0.5683 -3.6754 0.9062 -0.286 -0.369 -0.451
H 0.0897 -2.9496 1.5806 0.288 -0.382 -0.258
C 0.6441 0.7982 2.5427 -0.329 0.064 0.076
C 1.9984 2.4009 0.6377 -0.148 0.037 -0.098
C 2.5935 -0.3775 0.9122 -0.044 -0.224 -0.247
C -2.3311 3.0875 -3.7804 -0.123 -0.386 -0.001
C -1.6236 4.5610 -1.4621 -0.089 0.005 0.415
C 0.3775 3.8125 -3.3365 0.282 -0.201 0.026
C 1.8884 -1.8847 -2.1881 0.263 -0.170 0.199
C 2.7437 0.7771 -2.7979 -0.026 0.781 0.494
C 0.7137 -0.4611 -4.3211 0.046 0.339 -0.022
H 0.3636 -4.9280 -0.8209 -0.228 0.255 0.438
H 1.5846 -4.0020 1.1742 -0.541 0.181 -0.171
H -0.1139 0.0296 2.7332 0.201 0.156 0.065
H 0.2309 1.7831 2.7972 0.058 -0.259 0.016
H 1.5265 0.5952 3.1628 -0.312 0.181 -0.038
H 1.2602 3.2059 0.7459 0.206 -0.073 0.014
H 2.4887 2.4984 -0.3372 -0.022 0.019 0.195
H 2.7472 2.4916 1.4343 -0.123 0.069 -0.181
H 2.2666 -1.3990 0.6732 0.238 0.226 0.108
H 2.9541 -0.3527 1.9522 0.036 -0.013 -0.472
H 3.4046 -0.0684 0.2331 -0.280 -0.203 0.269
H -2.3883 4.0829 -4.2483 -0.008 -0.353 0.142
H -3.3204 2.8176 -3.3768 0.279 0.149 -0.163
H -2.0505 2.3391 -4.5358 -0.126 0.234 0.108
H -2.2637 5.2044 -2.0792 0.191 -0.071 0.226
H -0.7524 5.1308 -1.1099 -0.309 -0.128 -0.034
H -2.1946 4.2136 -0.5888 0.046 0.319 -0.196
H 0.0204 4.4223 -4.1764 0.183 -0.091 0.215
H 1.0068 2.9984 -3.7188 -0.143 0.360 -0.088
H 0.9691 4.4366 -2.6515 -0.102 -0.205 -0.254
H 2.0636 -2.4121 -3.1331 0.027 0.071 0.212
H 1.2186 -2.4828 -1.5576 0.144 0.158 -0.159
H 2.8442 -1.7660 -1.6638 -0.194 -0.161 -0.093
H 3.2072 0.4704 -3.7463 -0.223 -0.046 0.260
H 3.4488 0.6072 -1.9753 -0.226 0.061 -0.186
H 2.4932 1.8434 -2.8482 0.248 -0.241 -0.019
H 1.6082 -0.8093 -4.8486 -0.220 0.113 -0.102
H 0.3779 0.4957 -4.7389 0.072 -0.174 -0.086
H -0.0865 -1.2008 -4.4397 0.192 0.145 0.073
C -2.1821 -1.7089 -3.2658 -0.236 -0.165 -0.998
C -3.0094 -0.9201 -4.0806 1.074 0.091 0.156
C -3.0161 -1.2165 -5.4394 -0.324 -0.282 -0.048
C -2.3669 -2.3656 -5.9147 0.089 -0.240 0.005
C -1.7806 -3.2824 -5.0223 -0.688 0.064 0.262
C -1.7407 -2.9776 -3.6537 0.093 0.254 -0.161
O -1.6301 -1.0840 -2.1459 1.388 -0.798 0.446
H -0.3249 -0.8622 -2.2544 -2.229 -0.666 -0.372
H -3.5324 -0.0550 -3.6493 0.393 -0.193 -0.361
H -3.5217 -0.5333 -6.1240 0.011 -0.395 0.122
H -2.3802 -2.5826 -6.9862 0.065 0.096 0.403
H -1.3871 -4.2509 -5.3523 -0.249 0.494 -0.021
H -1.4073 -3.7059 -2.9057 0.375 0.470 -0.359
C -3.2911 0.0889 3.4443 0.142 -0.123 -0.056
C -3.2773 1.1707 2.5608 -0.007 0.362 -0.665
C -2.7974 0.9696 1.2638 0.151 -1.318 1.066
N -2.2581 -0.2270 0.8830 -0.891 0.050 0.977
C -2.2910 -1.2979 1.7399 -0.227 1.246 -0.221
C -2.8112 -1.1603 3.0284 0.044 -0.120 -0.367
H -3.6844 0.2190 4.4539 0.128 -0.048 -0.282
H -3.6361 2.1673 2.8363 -0.018 -0.510 0.034
H -2.8886 1.7664 0.4985 0.129 -0.174 0.424
H -1.9005 -2.2443 1.3584 -0.119 0.379 0.129
H -2.8338 -2.0396 3.6809 -0.042 0.447 -0.188

***

78
Properties=species:S:1:pos:R:3:forces:R:3 method="wB97M-V/def2-TZVPD" e_above_lowest_kcal_mol=36.3 lumo_ev=-7.222 charge=+2 spin_multiplicity=1 gap_ev=4.9410 total_energy_ha=-4871.23912
N -5.7952 4.1743 -3.4816 -0.368 0.979 -0.033
C -5.6094 4.5335 -2.2120 0.342 -0.706 -0.020
C -4.8080 3.7755 -1.3593 0.340 -0.324 -0.024
C -4.1651 2.6120 -1.8388 -1.174 -0.190 -0.786
C -4.3595 2.3069 -3.2023 -0.273 0.496 -0.319
C -5.1639 3.1292 -3.9929 0.039 -0.249 0.733
C -3.2101 1.8851 -1.0193 0.166 0.230 -0.620
Be -1.0378 0.2230 0.4278 1.459 -0.775 0.158
P 3.9480 -0.5257 1.1018 2.789 -0.140 -0.192
C -2.3250 0.9675 -1.5564 -0.987 0.030 0.180
C -0.8853 1.2302 -1.3949 0.927 1.308 0.534
C 0.0395 1.2030 -2.5134 -0.136 0.655 0.417
C 1.1976 2.0186 -2.4974 -0.424 -0.815 0.949
C 1.5561 2.7179 -1.3243 -0.690 -0.135 -0.047
C 0.6163 2.8504 -0.3049 1.194 -0.806 0.548
C -0.5133 2.0078 -0.2058 0.025 1.420 -2.220
Br 3.2964 3.4134 -1.1381 -0.588 0.639 -0.673
H -3.1282 2.3206 -0.0236 0.476 0.042 -0.263
H -2.7035 0.4207 -2.4407 0.765 0.452 0.389
H -4.6271 4.1220 -0.3521 -0.101 -0.071 0.181
H -3.8824 1.5005 -3.7263 0.226 -0.369 0.165
H -6.1024 5.4358 -1.8418 0.077 -0.297 -0.266
H -5.3299 2.9472 -5.0576 0.139 -0.098 0.361
H -0.2350 0.6783 -3.4516 0.097 0.431 0.834
H -1.2490 2.5175 0.4522 0.086 -1.063 -0.402
H 1.8912 2.1529 -3.3280 -0.429 -0.528 -0.093
H 0.8130 3.5909 0.4762 -0.030 -0.302 -0.161
P -0.6999 -2.0257 0.1289 0.107 -0.262 -0.820
C 4.3124 1.2642 1.2209 -0.096 0.105 -0.354
C 5.7626 1.4355 0.7212 -0.072 0.464 0.219
H 4.1164 1.6345 2.2412 0.574 -0.213 -0.264
H 3.5529 1.7741 0.5962 0.724 -0.176 0.412
H 6.1000 2.4800 0.7416 -0.070 -0.178 -0.080
H 6.4554 0.8429 1.3421 -0.349 0.263 -0.186
H 5.8648 1.0516 -0.3034 -0.055 0.160 0.177
C 3.2049 -0.6490 -0.5868 -0.492 0.143 0.309
C 4.0934 -1.5365 -1.4739 -0.306 -0.101 -0.036
H 3.0849 0.3540 -1.0444 -0.221 -0.507 0.313
H 2.2358 -1.1349 -0.3998 -0.061 0.370 -0.470
H 3.6645 -1.6331 -2.4845 0.150 0.055 0.247
H 5.1110 -1.1201 -1.5701 -0.429 -0.293 0.133
H 4.1359 -2.5405 -1.0256 0.293 0.290 -0.230
C 2.9209 -0.7107 2.5591 -1.312 0.290 0.011
C 3.4835 -1.6797 3.5933 -0.187 -0.475 -0.019
H 1.9577 -1.0524 2.1744 -0.526 -0.042 0.368
H 2.8157 0.2984 2.9819 -0.380 -0.425 -0.024
H 2.6735 -2.3074 3.9682 0.093 -0.090 0.170
H 4.2405 -2.3387 3.1541 -0.099 0.154 0.138
H 3.9145 -1.1645 4.4486 0.129 0.036 -0.061
C -0.3054 -3.2382 1.4941 0.222 0.493 0.424
C -1.3861 -4.2990 1.7385 -0.006 -0.126 0.121
H -0.1070 -2.6539 2.4149 0.083 -0.541 -0.419
H 0.6394 -3.7442 1.2162 -0.362 0.490 0.020
H -2.2166 -3.9029 2.3419 0.177 -0.162 -0.311
H -1.7764 -4.7140 0.7959 0.099 0.093 0.410
H -0.9434 -5.1291 2.3071 -0.166 0.244 -0.175
C 0.2636 -2.8379 -1.2593 -0.057 0.168 0.519
C -0.2269 -2.4711 -2.6450 0.104 0.045 -0.186
H 0.1824 -3.9290 -1.0922 -0.050 0.487 0.051
H 1.3263 -2.5570 -1.1368 -0.552 -0.303 0.026
H -1.3208 -2.5043 -2.6844 0.230 0.008 -0.291
H 0.1379 -1.4773 -2.9337 -0.217 -0.254 0.017
H 0.1763 -3.1989 -3.3557 -0.166 0.204 -0.028
C -2.4720 -2.2225 -0.2873 -0.153 -0.671 -0.555
C -3.4554 -1.7251 0.7711 -0.501 0.134 0.049
H -2.6504 -3.2709 -0.5515 -0.182 0.121 0.132
H -2.6626 -1.6718 -1.2165 0.310 -0.031 0.168
H -4.3263 -1.2625 0.2891 0.078 -0.363 0.118
H -3.8028 -2.5335 1.4286 0.099 0.304 -0.164
H -3.0620 -0.9232 1.4073 -0.041 -0.061 -0.164
S -0.8011 -0.2073 4.6066 1.572 0.924 -2.279
C 0.1661 1.1566 4.0211 -0.637 0.323 -0.160
C 0.0530 1.3736 2.6709 -1.037 -1.080 0.825
N -0.7487 0.4023 2.0723 -0.249 -1.836 1.415
C -1.1121 -0.5869 2.9611 -0.856 2.609 0.034
H 0.6754 1.8123 4.7064 0.092 -0.115 0.187
H 0.4170 2.1768 2.0188 0.132 -0.524 0.916
H -1.8908 -1.3119 2.7223 0.672 0.034 0.011